{"formula": "C24H57Br2ClFN15NbO24S2", "method": "ωB97M-V/def2-TZVPD", "species": ["O", "N", "N", "H", "O", "H", "H", "C", "H", "N", "H", "F", "H", "H", "N", "H", "O", "O", "H", "C", "H", "H", "C", "C", "N", "N", "O", "N", "H", "O", "Nb", "H", "H", "H", "S", "H", "H", "H", "C", "N", "N", "O", "H", "O", "O", "N", "C", "O", "H", "N", "H", "C", "O", "C", "C", "C", "H", "H", "C", "H", "H", "H", "C", "H", "C", "H", "H", "N", "H", "N", "H", "H", "H", "C", "O", "N", "O", "O", "O", "C", "O", "H", "H", "O", "H", "Cl", "H", "S", "Br", "O", "Br", "H", "H", "O", "O", "H", "H", "H", "H", "C", "O", "H", "H", "H", "C", "H", "H", "O", "C", "H", "H", "C", "H", "C", "O", "H", "H", "H", "O", "H", "C", "C", "C", "H", "C", "H", "N"], "coordinates": [[6.3963, 5.7082, 1.7206], [-4.0389, 0.9115, 3.3025], [0.4866, 2.4291, -6.7599], [3.4913, 2.8568, 9.7676], [1.4604, 2.8762, 8.5089], [-1.4073, 2.4972, 10.3353], [3.2948, 1.6740, 5.6553], [1.0646, 1.2746, -8.4162], [-5.8930, -5.6873, -0.2323], [0.3497, 2.3609, -8.8946], [-0.5199, 3.9147, -7.8062], [-3.2060, 2.0635, -1.0096], [2.9655, 3.6138, -0.4529], [1.6482, -10.6830, -5.0371], [6.3336, 4.5004, 1.7017], [0.8904, -2.3805, -2.9303], [2.5268, 5.7383, 0.6061], [3.7967, 0.3646, -3.3586], [2.0623, -10.0088, -3.4341], [6.0705, 3.8156, 2.9982], [6.7322, 1.5366, -3.0939], [5.9756, 0.9386, -4.6025], [-1.7010, 2.1626, 9.3486], [-7.3495, 2.0209, -1.3877], [3.4788, 5.0842, 0.9587], [1.4136, 0.5330, 3.8286], [0.5355, 3.9904, 10.1026], [-6.8404, 0.6231, -1.4414], [1.6557, -11.7435, -3.5982], [1.0547, -5.1803, -0.9435], [-2.6299, -0.5239, -3.4900], [-0.3463, -0.8365, -2.0478], [6.0448, 2.7476, 2.8186], [-6.0600, -3.9722, 0.2434], [-1.1887, 3.3806, -5.0233], [-1.9232, 2.6587, -2.4586], [-3.3609, 2.0701, -4.3223], [-6.4852, 2.6788, -1.3928], [-5.4524, -4.8677, 0.3257], [-3.4962, -0.9002, -1.6316], [0.0275, -10.4425, -3.7414], [2.1850, 0.1063, 4.6681], [-5.2894, 1.3018, 1.6677], [-4.1509, -4.2431, -1.4599], [5.4488, 3.7549, 5.8693], [1.6401, -6.0680, -1.5201], [1.4701, -10.7409, -3.9687], [-3.8238, 1.6219, 10.0727], [-4.0997, 2.5829, 2.0461], [-4.1337, -4.5654, -0.2956], [0.0132, -3.7865, -2.2294], [6.0420, 0.8223, -3.5257], [-2.9389, 1.0421, 3.8040], [0.3468, 0.6875, -3.4588], [0.2722, 2.8968, -5.4886], [0.0322, 3.0132, -7.8926], [0.5549, -7.4614, -0.3800], [-3.5685, 1.0651, 1.2614], [1.3118, -7.4724, -1.1543], [-2.0166, -0.0742, -5.1418], [0.3465, 2.5906, -2.3764], [1.8436, 1.7440, -2.4260], [2.7555, 3.3941, 10.3549], [-0.8795, 0.7316, -1.6714], [3.7314, 3.7788, 0.2939], [1.1538, -0.0151, -3.5366], [-0.8876, 1.6540, 8.8485], [4.6838, 3.0162, 6.4539], [-0.0722, 0.7550, -4.4431], [-2.8278, 1.2020, 9.5222], [1.1200, -3.9684, -3.5275], [4.7147, 3.8268, -0.1656], [2.2282, -7.9338, -0.7984], [-2.9702, 2.4998, -2.2980], [-4.9597, 0.3267, 3.8264], [4.6869, 1.0826, -2.9684], [4.5821, 1.9958, -2.1759], [4.2626, 5.4102, 1.8329], [-0.7713, -11.1743, -4.2773], [-3.4967, 1.5834, -3.3737], [-0.2483, -9.4907, -3.0399], [0.9449, -7.9682, -2.0466], [-0.8034, -4.1722, -4.5645], [2.4826, -5.9162, -2.3822], [3.0572, 4.4236, 10.5176], [-4.7845, -1.0321, -4.6383], [-4.5682, 1.5276, -3.2415], [1.6302, 2.9179, -4.4088], [-3.3806, -3.8563, -4.6041], [-2.6782, 0.0721, 9.1108], [0.0588, -2.1571, -5.6639], [6.3097, -0.1952, -3.2609], [2.5589, 2.8937, 11.2975], [6.4665, 3.8087, 0.7104], [-7.1732, -0.0597, -2.3726], [-2.0940, -3.1528, -2.6247], [3.3055, 3.2902, 4.8954], [5.1180, 4.1761, 3.3670], [-0.3474, -0.4397, 4.3836], [3.3638, 2.7438, 5.8279], [4.9149, 2.4770, 7.5170], [-3.9398, -1.8117, -1.6417], [-7.9142, 2.1264, -0.4666], [-5.2901, -5.1387, 1.3614], [-0.0314, 0.5756, 4.1695], [2.6024, 3.0778, 6.5231], [-0.5731, 0.9802, 3.3266], [-3.1441, -4.6612, 0.4032], [-0.6879, -3.1868, -4.1733], [-7.9754, 2.1898, -2.2546], [-4.2190, -0.2303, -1.4207], [-2.0360, -2.7715, -3.6242], [1.4481, 0.5238, -9.0573], [0.9769, 1.9819, -3.0016], [-6.1105, 0.2794, -0.5304], [3.6983, 3.0136, 1.0622], [-0.1425, 1.2078, 5.0447], [-3.4188, 3.4774, -2.4015], [1.7476, 0.9314, 2.7357], [-2.0659, 2.9922, 8.7535], [0.3822, -3.3088, -3.1146], [1.1644, 1.3115, -7.1709], [-4.2700, 1.5144, 1.9594], [1.6571, 0.6386, -6.5166], [-0.7036, 0.0724, -2.5037], [6.8724, 4.0798, 3.6774], [1.4764, 3.4222, 9.5919]], "forces_ev_per_a": [[1.8, -0.3, -0.1], [-0.2, 0.0, -0.1], [0.6, 0.4, 1.1], [0.0, 0.0, -0.1], [-0.2, 0.0, -0.1], [-0.1, 0.1, 0.0], [0.0, 0.0, 0.1], [-0.5, -0.4, -6.6], [0.0, 0.1, -0.1], [0.7, -1.4, -4.0], [-0.4, 0.6, -0.2], [-0.2, -0.3, 0.7], [-0.1, 0.1, 0.1], [0.0, -0.1, 0.0], [1.0, 0.4, 0.6], [0.1, 0.5, 0.5], [-0.1, 0.2, -0.2], [-0.1, 0.0, 0.2], [0.0, 0.1, 0.0], [0.2, -0.2, -0.1], [0.0, 0.0, 0.0], [0.0, -0.1, 0.0], [0.0, -0.2, -0.1], [0.0, 0.1, -0.1], [-0.3, -0.1, 0.1], [0.0, 0.0, -0.2], [0.0, 0.0, 0.0], [-0.1, 0.3, -0.1], [0.0, -0.1, -0.1], [0.2, -0.2, 0.3], [-0.7, -0.7, 1.7], [0.2, -0.6, 0.2], [0.0, -0.1, -0.1], [0.0, 0.0, -0.1], [-0.6, 0.5, 0.0], [0.8, 0.0, 0.4], [0.2, 0.2, -0.6], [0.0, 0.0, 0.1], [0.0, 0.0, 0.2], [0.2, 0.3, -1.4], [0.1, 0.1, 0.0], [-0.1, -0.1, 0.2], [0.0, -0.1, 0.0], [0.1, 0.0, 0.0], [0.1, 0.0, 0.1], [-0.1, -0.1, 0.1], [0.1, 0.1, 0.1], [-0.1, 0.0, 0.0], [0.2, 0.0, 0.0], [-0.1, 0.0, 0.1], [-0.3, 0.2, 0.5], [0.2, 0.1, 0.0], [0.2, 0.1, 0.0], [-0.2, -0.8, 0.6], [-0.6, 0.2, 0.8], [-1.3, 1.6, 2.2], [0.0, 0.1, 0.0], [0.1, 0.1, 0.0], [-0.1, 0.0, 0.1], [-0.1, 0.4, -0.1], [-0.5, 0.4, 0.0], [0.8, 0.0, 0.4], [0.2, -0.1, -0.1], [-0.4, 0.4, 0.5], [-0.3, 0.0, -0.5], [0.5, -0.5, -0.3], [0.0, -0.1, 0.0], [-0.1, 0.0, -0.1], [-0.2, 0.3, -0.5], [0.1, 0.0, -0.1], [0.7, -0.3, -0.1], [-0.4, -0.1, 0.0], [0.1, 0.0, -0.1], [0.0, 0.4, -1.6], [-0.1, -0.1, 0.1], [0.3, -0.1, -0.3], [-0.3, 0.1, 0.2], [-2.5, 0.0, -0.1], [-0.1, -0.1, 0.0], [0.1, -0.5, 1.0], [-0.1, -0.1, 0.0], [0.1, 0.0, 0.0], [0.0, -0.5, -0.7], [0.1, 0.0, 0.0], [-0.1, 0.0, 0.1], [0.4, 0.6, 0.0], [-0.6, -0.3, 0.0], [1.0, -0.3, 0.1], [0.2, -0.4, 0.1], [0.0, -0.1, 0.0], [-0.1, 0.0, -0.3], [0.0, -0.1, -0.1], [-0.1, 0.1, 0.1], [0.5, -0.1, -0.1], [-0.1, -0.3, -0.1], [-0.1, -0.3, 0.6], [0.1, 0.1, -0.1], [0.2, 0.1, 0.0], [0.0, 0.0, 0.1], [0.0, 0.1, -0.1], [0.0, 0.0, 0.1], [0.0, -0.3, 0.2], [0.1, 0.0, 0.1], [0.1, 0.0, 0.0], [-0.1, 0.0, -0.1], [0.0, -0.1, 0.1], [0.0, 0.0, -0.1], [0.0, 0.0, 0.0], [-0.2, -0.2, 1.0], [0.0, 0.0, -0.1], [-0.1, 0.1, 0.5], [-0.2, 0.5, -1.4], [0.2, -0.4, -0.6], [-0.4, 0.2, -0.2], [0.0, -0.1, 0.3], [0.1, -0.1, 0.1], [0.0, -0.1, 0.1], [-0.4, 0.6, 0.3], [0.1, 0.1, -0.1], [0.0, 0.1, 0.1], [0.2, 0.1, -0.8], [1.1, -0.3, 6.2], [-0.1, -0.1, -0.1], [0.1, -0.3, 0.7], [-0.2, 0.6, -1.3], [0.0, 0.1, 0.0], [0.3, 0.0, 0.1]], "lowdin_charge": [0.053, -0.438, -0.125, 0.082, 0.056, 0.085, 0.079, -0.150, 0.097, 0.098, 0.112, -0.084, 0.092, 0.102, -0.455, 0.050, 0.089, 0.077, 0.088, 0.031, 0.093, 0.101, 0.025, 0.048, -0.385, -0.440, 0.062, -0.442, 0.099, 0.069, 1.479, 0.023, 0.101, 0.100, 0.812, 0.028, -0.024, 0.096, 0.046, -0.202, -0.444, 0.028, 0.076, 0.025, 0.059, -0.436, 0.052, 0.058, 0.102, -0.442, 0.054, 0.051, 0.032, -0.388, -1.081, -0.220, 0.098, 0.095, 0.045, -0.114, 0.060, 0.035, 0.062, 0.029, 0.051, 0.062, 0.078, -0.427, -0.004, -0.454, 0.051, 0.069, 0.097, -0.366, 0.074, -0.434, 0.059, 0.003, 0.078, -0.397, 0.057, 0.060, 0.019, 0.057, 0.104, -0.173, -0.002, 0.909, 0.513, 0.069, 0.653, 0.099, 0.103, 0.027, 0.075, -0.009, 0.093, 0.067, 0.108, 0.057, 0.056, -0.043, 0.095, 0.088, 0.041, 0.075, 0.080, 0.062, -0.891, 0.094, -0.071, -0.837, 0.102, -0.477, 0.021, 0.104, 0.101, 0.094, 0.077, 0.105, -0.173, -0.117, 0.050, 0.109, -0.301, 0.096, -0.426], "e_lumo_ev": 0.656, "homo_energy_ev": -4.974, "gap_ev": 5.63, "e_tot_ha": -10135.94985, "total_charge": -1}